(1)
{
  "formula": "C4H13O4",
  "method": "wB97M-V/def2-TZVPD",
  "species": ["C", "C", "C", "O", "C", "O", "H", "H", "H", "H", "H", "H", "H", "H", "H", "H", "H", "O", "H", "H", "O"],
  "coordinates": [[1.943, 0.280, -0.736], [0.597, 0.965, -0.664], [-0.633, 0.265, -0.113], [-0.895, -0.898, -0.856], [2.664, 0.081, 0.586], [4.023, -0.720, 0.206], [2.043, -0.659, -1.286], [2.625, 0.894, -1.341], [0.323, 1.252, -1.686], [0.743, 1.942, -0.195], [-0.521, 0.109, 0.975], [-1.515, 0.897, -0.253], [3.214, -1.122, 0.626], [1.945, -0.341, 1.313], [3.067, 0.984, 1.031], [-1.946, -1.038, -0.768], [-3.183, -1.942, -0.120], [-3.363, -1.118, -0.589], [-3.696, -0.187, 0.479], [-3.825, -0.101, 2.071], [-3.610, 0.459, 1.321]],
  "spin_multiplicity": 1,
  "charge": -1,
  "orbital_gap_ev": 8.2,
  "relative_energy_kj_mol": 319.0
}

---

(2)
{
  "formula": "C4H13O4",
  "method": "wB97M-V/def2-TZVPD",
  "species": ["C", "O", "C", "C", "C", "O", "H", "H", "H", "H", "H", "H", "H", "H", "H", "H", "H", "O", "H", "H", "O"],
  "coordinates": [[-1.493, -1.068, 1.153], [-2.041, -0.203, 0.171], [-0.502, -2.058, 0.621], [0.595, -1.345, -0.279], [1.237, -0.105, 0.429], [1.360, 0.978, -0.420], [-2.392, -1.577, 1.520], [-1.045, -0.560, 2.025], [-0.966, -2.741, -0.090], [0.123, -2.576, 1.348], [0.048, -0.968, -1.129], [1.465, -2.002, -0.425], [0.636, 0.189, 1.303], [2.228, -0.417, 0.813], [0.073, 0.922, -1.607], [1.503, 3.516, -1.101], [0.977, 2.534, -0.106], [0.896, 3.518, -0.346], [-1.362, 0.276, -0.293], [-0.626, 2.283, -1.590], [-0.716, 1.405, -1.997]],
  "spin_multiplicity": 1,
  "charge": -1,
  "orbital_gap_ev": 7.9,
  "relative_energy_kj_mol": 95.8
}

---

(3)
{
  "formula": "C4H14BeBrCaCl3InLiO9P3",
  "method": "wB97M-V/def2-TZVPD",
  "species": ["O", "P", "O", "O", "In", "P", "O", "Br", "P", "O", "O", "O", "H", "H", "H", "H", "H", "H", "O", "C", "O", "C", "C", "C", "H", "H", "H", "H", "H", "H", "H", "H", "Li", "Be", "Cl", "Cl", "Cl", "Ca"],
  "coordinates": [[2.072, -0.648, 3.623], [1.224, 0.557, 3.472], [0.550, 0.980, 4.946], [2.054, 1.859, 2.807], [-0.766, 0.180, 1.888], [-2.001, -2.014, 2.345], [-3.439, -1.681, 3.087], [-2.454, -2.919, 0.318], [-2.444, 2.041, 2.468], [-3.468, 2.008, 1.392], [-3.216, 1.757, 3.907], [-1.612, 3.524, 2.550], [-0.038, 0.231, 5.149], [1.999, 1.687, 1.848], [-0.311, 0.431, 0.187], [-3.554, -0.709, 3.175], [-2.580, 1.976, 4.625], [-0.777, 3.402, 3.048], [0.264, -2.134, -0.835], [0.573, -1.715, -1.902], [-0.069, -2.162, -2.995], [0.078, -1.619, -4.313], [1.275, -2.221, -5.023], [1.750, -0.741, -2.079], [0.110, -0.528, -4.285], [-0.829, -1.888, -4.852], [2.209, -1.992, -4.506], [1.346, -1.842, -6.045], [1.190, -3.307, -5.056], [2.686, -1.300, -2.102], [1.778, 0.002, -1.191], [1.659, -0.112, -3.016], [-0.961, 4.700, 1.008], [3.097, 0.959, -3.269], [-3.572, -2.057, -1.693], [-1.824, 4.373, 4.659], [2.191, -0.644, 0.178], [5.810, 1.565, -3.517]],
  "spin_multiplicity": 1,
  "charge": 1,
  "orbital_gap_ev": 1.4
}

---

(4)
{
  "formula": "C4H14N",
  "method": "wB97M-V/def2-TZVPD",
  "species": ["C", "C", "N", "H", "H", "H", "H", "H", "H", "H", "H", "C", "C", "H", "H", "H", "H", "H", "H"],
  "coordinates": [[1.208, -0.098, -1.024], [2.521, 0.029, -1.746], [0.711, 1.199, -0.458], [0.454, -0.481, -1.707], [1.234, -0.750, -0.157], [2.830, -0.858, -2.299], [3.348, 0.218, -1.055], [0.416, 1.866, -1.237], [-0.130, 0.988, 0.105], [1.421, 1.619, 0.185], [2.556, 0.908, -2.388], [-1.443, -0.605, 1.080], [-2.735, -0.633, 1.893], [-1.537, -1.162, 0.142], [-1.222, 0.426, 0.798], [-0.522, -0.975, 1.535], [-3.574, -0.375, 1.258], [-2.644, 0.209, 2.587], [-2.893, -1.527, 2.488]],
  "spin_multiplicity": 2,
  "orbital_gap_ev": [4.5, 12.9],
  "relative_energy_kj_mol": 64.4
}

---

(5)
{
  "formula": "C4H14N",
  "method": "wB97M-V/def2-TZVPD",
  "species": ["C", "C", "N", "H", "H", "H", "H", "H", "H", "H", "H", "C", "C", "H", "H", "H", "H", "H", "H"],
  "coordinates": [[0.273, 1.064, 1.308], [0.816, -0.291, 1.952], [1.314, 1.775, 0.593], [-0.678, 0.840, 0.776], [0.002, 1.765, 2.154], [0.370, -1.228, 1.520], [0.533, -0.317, 2.968], [1.667, 1.156, -0.253], [0.975, 2.773, 0.316], [2.133, 1.952, 1.172], [1.859, -0.415, 1.889], [-1.355, -0.384, -1.859], [-0.917, -1.908, -1.777], [-2.421, -0.282, -1.965], [-1.197, 0.315, -1.028], [-1.066, 0.061, -2.809], [-1.504, -2.488, -0.970], [-0.970, -2.457, -2.667], [0.166, -1.932, -1.320]],
  "spin_multiplicity": 1,
  "charge": 1,
  "orbital_gap_ev": 10.5,
  "relative_energy_kj_mol": 153.1
}

---

(6)
{
  "formula": "C4H14N",
  "method": "wB97M-V/def2-TZVPD",
  "species": ["C", "C", "H", "H", "H", "H", "H", "H", "C", "C", "N", "H", "H", "H", "H", "H", "H", "H", "H"],
  "coordinates": [[-4.253, 0.008, -1.570], [-4.987, 1.340, -1.639], [-4.515, -0.774, -2.299], [-3.185, 0.044, -1.809], [-4.361, -0.621, -0.677], [-4.977, 1.880, -0.688], [-6.064, 1.160, -1.716], [-4.683, 1.998, -2.440], [3.300, -1.738, 1.438], [3.700, -0.623, 0.506], [3.200, 0.776, 1.369], [3.525, -2.727, 1.030], [2.231, -1.636, 1.619], [3.819, -1.646, 2.390], [3.298, -0.455, -0.483], [4.735, -0.321, 0.607], [3.023, 0.871, 2.370], [3.909, 1.383, 0.967], [2.287, 1.082, 1.026]],
  "spin_multiplicity": 1,
  "charge": 1,
  "orbital_gap_ev": 9.2,
  "relative_energy_kj_mol": 157.7
}